Computed, not measured: a cluster of 3 separate species, C5H10N2 in total, with wB97M-V/def2-TZVPD.

## Properties
**Spin multiplicity**: 1
**E**: -305.82575 Ha
**HOMO level**: -10.0 eV
**Frontier orbital gap**: 10.835 eV
**Relative energy (zero: lowest compared OMol25 entry of this formula, charge and spin)**: 520.1 kJ/mol
**SMILES**: C[C@@H]1C=N1.C1=NC1.[H][H]

The geometry in XYZ format:
```
17
C5H10N2 wB97M-V/def2-TZVPD
C 2.2254 0.2884 0.8810
C -2.0127 -0.2701 -0.1281
H -0.0900 2.1740 -0.0932
H -1.9451 -0.5563 -2.3010
H 1.1620 -1.9262 0.8257
H -0.0291 2.2467 0.6456
C 0.1225 -0.6163 -1.5978
N -0.1487 0.5953 -1.7759
C -1.2929 -0.3551 -1.4511
H 3.1185 0.4530 1.4780
H -2.7295 0.5579 -0.1459
H 2.1190 0.8754 -0.0299
N 0.9585 0.0620 1.6908
H -2.5726 -1.1989 0.0336
H -1.3319 -0.1218 0.7162
C 1.4280 -0.9033 1.0476
H 1.0056 -1.2439 -1.6102
```



Computed, not measured: a cluster of 7 separate species, C8H31O7 in total in a non-equilibrium geometry, with wB97M-V/def2-TZVPD.

## Properties
**Spin multiplicity**: 1
**E**: -849.59154 Ha
**Charge**: +1
**HOMO level**: -12.7 eV
**Frontier orbital gap**: 10.423 eV
**Relative energy (zero: lowest compared OMol25 entry of this formula, charge and spin)**: 437.6 kJ/mol

The geometry in XYZ format:
```
46
C8H31O7 wB97M-V/def2-TZVPD
O -0.5245 -0.3448 0.2076
H 1.6655 -3.0108 -0.9554
H 3.9455 -1.2518 1.7676
O -1.5485 1.4852 -1.4974
H 2.5245 -0.8658 2.9186
H -2.9595 -3.0068 -0.8814
H -2.0665 2.2912 -1.2124
H -3.5075 1.5802 2.4886
H 2.2235 4.0572 1.5716
H -0.5845 0.6232 0.0626
H 2.5725 2.6292 -2.1004
H 2.7735 -2.3838 2.0636
C 1.7635 2.1212 -1.5404
O -2.3705 -2.5248 -0.3924
H -1.2655 0.4042 -3.1224
C 2.0275 2.3742 0.0346
H 1.6825 0.9672 -1.7884
H -0.1285 -3.2908 -1.3064
H 2.9735 4.0692 -0.1094
H -0.5475 -0.9278 -0.6044
H -2.2025 -4.2738 0.7666
H 0.9115 1.7632 1.7246
C -1.9665 -3.2948 0.8386
H 2.8935 1.9532 0.3646
H -2.7185 0.0552 -2.3524
C 0.7565 -2.7638 -1.7474
O 0.8925 1.8532 0.6936
O 0.5385 -1.3808 -2.1284
H -2.3535 1.5032 -3.3394
C -2.6285 1.1442 2.6286
H -1.8335 1.6322 2.0566
H 0.7785 2.4272 -1.7094
C 2.1665 3.8082 0.5056
H -1.2795 -0.5968 0.6426
C 2.9195 -1.3998 2.0566
H 1.4365 4.4192 0.1556
H -3.4345 -0.4818 2.2066
C -1.9915 0.8192 -2.5804
O 2.2165 -0.9028 0.8776
H 1.0705 -1.2638 -3.0024
H 2.7655 -1.1158 0.0766
H 1.2415 -3.4048 -2.6954
O -2.6065 -0.1698 1.9426
H -1.0105 -3.1858 1.2056
H -2.5165 0.9122 3.7006
H -2.6945 -3.0498 1.5066
```



Computed, not measured: a structure of composition C31H29BFeN3O6SSe2Te2 in a non-equilibrium geometry, with wB97M-V/def2-TZVPD.

## Properties
**Spin multiplicity**: 6
**E**: -8840.17373 Ha
**Charge**: -2
**<S²>**: 8.820
**HOMO level (alpha / beta)**: -0.6 / -0.6 eV
**Frontier orbital gap (alpha / beta)**: 4.332 / 4.258 eV
**Relative energy (zero: lowest compared OMol25 entry of this formula, charge and spin)**: 50.4 kJ/mol

The geometry in XYZ format:
```
76
C31H29BFeN3O6SSe2Te2 wB97M-V/def2-TZVPD
H 3.3142 1.1747 2.3207
H -0.7341 -7.1991 -3.7401
C -0.7350 -4.5889 -1.5547
H 4.2252 -0.0889 -1.6690
H 1.0636 1.9728 -3.3383
Fe -1.5642 -1.1633 -0.4044
H -0.3286 -2.7412 -0.6286
Te -6.0566 -3.7151 -1.1332
O 1.7871 -0.2970 -3.3356
H 5.7304 1.5432 -0.5758
C 2.7665 3.0408 0.0244
O -0.0421 -1.6315 2.5220
C -1.9762 3.4409 -3.4258
O -3.3591 1.5421 1.8040
O 1.7734 -1.4778 -1.1832
H 0.8541 2.2873 -0.5978
S 1.4399 -0.2911 -1.9280
C -2.3606 2.1963 1.8464
C -4.7321 1.7104 -1.6417
C 5.0494 3.8160 0.7569
H 1.0342 -2.3977 4.9793
C 1.0502 -1.2075 3.1968
C 4.6590 1.7137 -0.5786
C 4.1435 2.8455 0.0462
C 0.0191 2.1083 -3.1030
H -0.0853 3.8980 -4.2820
N -0.6416 3.3578 3.1556
C 3.3410 -0.0182 4.1422
H -2.4436 4.1926 2.5281
H -0.6120 2.5811 1.2763
H 6.0412 3.8352 0.3029
H -0.2899 2.5411 3.6445
O 0.9414 0.0648 1.3623
C -0.8144 -5.2992 -2.7646
Se -3.7201 -2.7299 -0.9438
C 3.8215 0.7975 -1.1963
H -0.3615 -8.4636 -1.6399
C -0.6786 -6.6748 -2.7930
H 2.3429 3.9149 0.5082
C -2.6948 2.5093 -2.6382
C 2.7020 -1.0049 4.8832
B -0.1586 -0.8547 1.3216
C -3.9987 0.6198 -1.1304
C -4.0808 2.6435 -2.3877
H 4.2521 0.4287 4.5224
Se -3.2364 -1.7775 1.3554
H 4.6411 4.8272 0.7329
C -0.6494 3.2187 -3.6528
H 3.1139 -1.3043 5.8396
H -4.4832 -0.1376 -0.5276
H -4.6064 3.4952 -2.8070
H -0.2783 -7.2456 0.5202
Te -5.1863 -2.2189 2.9370
O -1.3785 2.0843 0.9373
H -0.4245 4.1666 3.7213
H -0.5398 -4.7965 0.5751
C 1.5394 -1.6247 4.4156
C -2.0399 1.3938 -2.0832
C 1.9225 2.1290 -0.5917
H -0.9758 -4.7485 -3.6838
C 1.6666 -0.1878 2.4773
C 2.8251 0.4151 2.9164
C -0.5660 -5.3277 -0.3694
H -0.6496 -2.6149 -2.4373
C -0.4711 -7.3861 -1.6161
C -2.0822 3.2392 2.9214
C -0.6311 1.1863 -2.2991
C -0.4266 -6.7009 -0.4046
N -2.7161 0.4725 -1.3449
H -5.7908 1.7733 -1.4332
N -0.0809 0.0866 -1.6629
C 2.4495 1.0035 -1.2026
C -0.8262 -3.1627 -1.5176
H 5.1743 3.5366 1.8069
H -2.6828 2.9792 3.7946
H -2.4938 4.2946 -3.8472
```



Computed, not measured: an isolated molecule of C15H26N4O3, with wB97M-V/def2-TZVPD.

## Properties
**Spin multiplicity**: 1
**E**: -1031.99696 Ha
**HOMO level**: -8.6 eV
**Frontier orbital gap**: 9.255 eV
**Relative energy (zero: lowest compared OMol25 entry of this formula, charge and spin)**: 0.6 kJ/mol
**SMILES**: CCCCN1C(=O)NC(=O)/C(=C(\C)NCCCN(C)C)C1=O

The geometry in XYZ format:
```
48
C15H26N4O3 wB97M-V/def2-TZVPD
H -1.3804 5.6431 4.0436
H 0.7751 -4.1738 -0.4918
H -1.5332 -1.1303 -4.3233
N -0.9951 -1.1471 -3.4645
H 0.1546 0.9039 2.8787
O -2.2675 0.5598 -2.7803
C 0.2326 3.8303 2.7592
C -0.1940 1.4684 2.0117
C 1.2037 -4.3897 -1.4730
H 0.2675 3.4511 3.7832
H -1.6745 2.2863 -1.3404
H 2.7336 -5.6387 -2.3172
C 1.7624 -6.7391 -0.7468
H 2.5205 -2.6742 -1.4252
C -1.8344 4.7299 3.6299
C -0.0120 -2.0957 -3.3920
H 2.5571 -7.4754 -0.6534
C 2.3009 -5.4407 -1.3344
H -0.6760 4.8070 0.5082
C 0.6821 2.7147 1.8143
H 1.7295 2.4756 1.9996
N 0.7000 -2.0922 -2.2124
H -0.7470 6.1618 1.6531
O 1.1577 -1.3703 -0.1374
H -1.8614 2.4384 0.4184
N -1.1359 4.2319 2.4625
H 0.5673 -0.1584 0.8654
H 0.9848 -7.1520 -1.3855
H 0.4101 -4.7704 -2.1196
H -1.8422 3.9622 4.4023
C -0.5795 -0.2458 -1.2918
C -1.3550 -0.1996 -2.5121
H 2.1525 -3.2821 -3.0682
H -2.2397 5.3615 1.1118
O 0.2100 -2.8647 -4.2975
C 0.4587 -1.2415 -1.1480
H -1.2181 1.7943 2.2063
N -0.1463 0.5854 0.8760
H -2.8644 4.9528 3.3545
H 0.5952 3.0489 0.7803
H -2.8347 1.2881 -0.5249
C -0.8264 0.6772 -0.2527
H 1.3383 -6.5640 0.2395
H 0.9311 4.6796 2.6912
C 1.7483 -3.0948 -2.0719
H 3.0939 -5.0510 -0.6922
C -1.1975 5.1948 1.3804
C -1.8523 1.7444 -0.4140
```



Computed, not measured: the ion C3H4NO5 with charge -1 in a non-equilibrium geometry, with wB97M-V/def2-TZVPD.

## Properties
**Spin multiplicity**: 1
**E**: -547.77884 Ha
**Charge**: -1
**HOMO level**: -5.2 eV
**Frontier orbital gap**: 9.033 eV
**Relative energy (zero: lowest compared OMol25 entry of this formula, charge and spin)**: 0.0 kJ/mol
**SMILES**: [H]/N=C(\C(=O)[O-])C(O)(O)O

The geometry in XYZ format:
```
13
C3H4NO5 wB97M-V/def2-TZVPD
C 0.0225 0.8469 0.1452
O 0.3709 -1.0492 -1.4907
H -0.8096 2.1391 1.2457
O 0.9813 2.9652 -0.1849
O -0.8923 -1.3872 0.3336
H -1.2892 -0.8021 0.9977
O 1.3617 -1.0056 0.5667
O 1.3403 1.3718 -1.7369
C 0.8820 1.8344 -0.6679
C 0.1949 -0.6687 -0.1622
H 0.8229 -0.2323 -1.8763
N -0.8023 1.1327 1.0591
H 1.7529 -1.7713 0.1266
```



Computed, not measured: a structure of composition C5H5O6Sr in a non-equilibrium geometry, with wB97M-V/def2-TZVPD.

## Properties
**Spin multiplicity**: 2
**E**: -675.00552 Ha
**Charge**: +2
**<S²>**: 0.755
**HOMO level (alpha / beta)**: -17.2 / -17.2 eV
**Frontier orbital gap (alpha / beta)**: 8.279 / 6.072 eV
**Relative energy (zero: lowest compared OMol25 entry of this formula, charge and spin)**: 0.0 kJ/mol

The geometry in XYZ format:
```
17
C5H5O6Sr wB97M-V/def2-TZVPD
C 2.1784 3.8595 0.2104
O 0.5365 0.9634 0.5106
O 2.1012 3.5571 -1.0948
C -0.2957 -3.7222 3.5776
H 1.9381 1.7566 -2.0896
C 1.4305 2.3520 -1.3287
C -0.9802 -4.8079 4.4092
O -0.8213 -2.6331 3.4273
H 0.7213 -3.9469 3.2094
Sr -0.5346 -0.4777 2.2542
H -1.9337 -4.5233 4.8977
O 2.5238 4.9023 0.6566
C 1.5340 1.6807 0.1426
H 2.4694 1.0525 0.0512
H 0.3668 2.5122 -1.5399
O -0.4423 -5.8724 4.5309
O 1.7779 2.7962 0.9487
```